# H3NO3Si

2 unconnected molecules or ions with the total composition H3NO3Si at a distorted geometry (wB97M-V/def2-TZVPD, the OMol25 dataset).

Its SMILES is O=[SiH2].O=NO. For the total energy, the calculation gives -571.63731 a.u.

Each line ends with the Mulliken charge.
Atoms and positions in Å:
Si  -1.55275  0.30162  0.05152  0.511
O  2.34192  1.06431  -0.07161  -0.442
H  -0.56337  1.34682  -0.19626  0.003
O  -0.94499  -1.09044  0.22780  -0.522
O  1.64879  -0.97608  -0.05527  -0.301
N  1.39743  0.32891  0.07333  0.319
H  0.82300  -1.41250  -0.20531  0.464
H  -3.15002  0.43737  0.17580  -0.031

***

# C52H50GeMoN7Se

A molecular structure, C52H50GeMoN7Se at a distorted geometry (wB97M-V/def2-TZVPD, the OMol25 dataset).

For the total energy, the calculation gives -6940.32184 a.u. Its total charge is +3.

Each line ends with the Mulliken charge.
Atoms and positions in Å:
C  -21.77144  1.55247  -5.70338  0.837
H  -21.39731  -4.23491  -3.22154  0.474
H  -19.96202  0.97121  -9.60531  -0.178
C  -24.68340  6.39520  -4.17934  -0.137
C  -22.53016  5.60932  -3.24508  0.865
C  -21.76077  -3.51520  -3.93332  -0.624
C  -21.51749  -2.15629  -3.71117  -0.230
C  -22.86052  6.07135  -1.98737  -0.048
N  -19.21908  -0.64555  -8.45189  1.072
H  -24.37398  -0.97818  -2.75254  0.389
C  -18.34556  0.09534  -7.64478  -0.024
H  -26.68549  -0.77918  -2.04821  0.396
N  -20.35648  4.58936  -2.89502  -0.273
C  -26.25027  0.00970  -2.71344  -0.682
C  -26.33298  2.07559  -3.99301  -0.808
C  -16.72027  4.19537  -4.73611  -0.623
H  -24.39869  6.99920  -0.82968  0.386
C  -19.59151  -0.60203  -10.97654  -0.891
H  -24.57863  2.59484  -5.06988  0.408
N  -21.38993  4.02255  -7.67572  0.159
H  -15.94045  3.66713  -2.76378  0.479
H  -23.36925  4.03490  -11.00119  0.511
C  -17.80195  -4.47315  -7.54765  -0.837
C  -19.98751  1.61717  -12.37528  -0.984
H  -13.31964  2.43544  -6.41943  0.470
H  -18.60918  1.49132  -0.82127  0.506
C  -22.80774  3.91707  -10.07174  -0.443
H  -16.67067  0.55917  -5.70179  -0.033
Ge  -22.30522  0.70690  -4.00181  1.933
H  -17.88326  4.68531  -6.44864  0.666
C  -24.10611  6.70446  -1.84537  -0.742
H  -19.63765  0.58084  -2.67865  0.443
H  -18.22645  1.04165  -11.40858  0.249
H  -16.33221  -3.36103  -6.42948  0.482
H  -19.62746  4.41707  -8.85708  0.518
C  -21.37656  4.11154  -10.04410  -0.703
C  -17.23408  -3.29720  -7.03169  -0.608
H  -20.65397  1.94754  -11.57654  0.053
C  -14.10627  1.78772  -6.05008  -0.601
N  -23.41886  4.81920  -6.62550  -0.407
C  -20.00233  -0.14577  -9.56768  -0.274
H  -13.34691  0.51489  -7.62474  0.415
H  -22.15852  3.36521  0.46013  0.517
C  -26.96185  1.09843  -3.25208  -0.560
C  -22.75671  4.16624  -7.63983  0.896
N  -21.58754  4.52438  -5.01460  0.207
C  -18.87826  -2.02082  -8.29484  -0.120
H  -24.54364  3.68327  -8.79380  0.557
C  -23.43669  5.75527  -4.30899  0.033
H  -22.45133  -5.01516  -5.24779  0.460
C  -19.66153  1.62727  -0.85202  -0.865
H  -20.45870  -1.02827  -11.48626  0.452
Se  -18.42414  1.86520  -7.07084  0.280
H  -18.46167  0.10394  -12.80450  0.441
C  -22.43252  -3.94858  -5.06098  -0.642
H  -23.44336  -3.28388  -6.84557  0.490
C  -22.82008  5.01705  -5.43043  -0.227
H  -20.84602  -1.81081  -2.87344  0.295
C  -18.06280  3.96744  -2.74844  -0.413
C  -22.18024  -1.21486  -4.46133  0.413
C  -24.98252  1.91981  -4.35884  -0.207
C  -21.35673  4.87832  -3.71737  -0.842
H  -19.36126  -5.27535  -8.72557  0.532
C  -16.83133  3.89869  -3.36479  -0.639
H  -14.88015  1.14214  -7.99797  0.246
H  -13.75818  1.25808  -5.12435  0.295
C  -22.88399  -2.97464  -5.97132  -0.986
C  -23.47453  3.86367  -8.84701  -0.987
H  -23.39121  2.17579  -1.25928  0.408
H  -14.38109  -1.16363  -5.94399  0.497
C  -20.28594  1.11700  -1.98615  -0.385
C  -17.80680  -2.09995  -7.42692  0.513
H  -15.00258  -1.28244  -7.52890  0.445
N  -17.50350  -0.76381  -7.02380  0.582
C  -24.91847  -0.10882  -3.05174  -0.630
C  -25.05993  6.75134  -2.86476  -0.652
C  -19.24522  4.14487  -3.51919  0.510
C  -24.27200  0.85386  -3.86608  0.273
H  -22.31687  0.90189  -6.38045  0.377
H  -28.01391  1.20961  -3.03268  0.400
C  -20.71854  4.21453  -8.85538  -0.392
H  -16.58748  -1.10933  -5.16499  0.423
H  -25.38006  6.48463  -5.06009  0.452
C  -18.94865  -4.38423  -8.31760  -0.824
Mo  -20.59644  2.94586  -6.14251  -1.242
H  -26.90346  2.89495  -4.39927  0.471
C  -22.84306  -1.63457  -5.60175  -0.524
C  -16.43556  -0.47053  -6.05227  -0.690
H  -21.06275  -0.33772  -9.36412  0.310
H  -20.43773  -3.06737  -9.34035  0.519
H  -23.42273  -0.86001  -6.16321  0.299
H  -20.75410  4.02977  -10.94252  0.610
C  -14.30440  0.69860  -7.15274  -0.544
H  -19.49303  2.56067  -12.71618  0.394
C  -19.52297  -3.16312  -8.76277  -0.359
C  -21.62203  2.68045  -0.19588  -0.678
C  -20.30975  2.42255  0.02642  -0.522
C  -14.96008  -0.61672  -6.65802  -0.755
N  -19.13781  4.03342  -4.92644  0.424
H  -15.79288  4.22439  -5.28153  0.877
C  -21.64643  1.31029  -2.24354  0.336
H  -20.64846  1.27064  -13.17193  0.370
C  -17.90781  4.34961  -5.42828  -1.202
H  -26.05192  7.13921  -2.67252  0.479
C  -19.01547  0.52532  -11.95276  -0.713
H  -22.18892  5.90611  -1.13116  0.537
H  -19.83308  2.91137  0.89378  0.411
C  -22.30693  2.07812  -1.26203  -0.422
H  -17.36271  -5.40708  -7.23385  0.496
H  -18.86586  -1.41746  -10.87339  0.521
H  -14.93411  2.44844  -5.84089  -0.259
H  -18.12347  3.90074  -1.64953  0.670

***

# C4H6ClFN

A molecular structure, C4H6ClFN at a distorted geometry (wB97M-V/def2-TZVPD, the OMol25 dataset).

For the total energy, the calculation gives -770.83925 a.u. Its total charge is -1.

Each line ends with the Mulliken charge.
Atoms and positions in Å:
H  1.39545  0.45285  1.53833  0.317
H  2.34846  -0.20766  0.18638  0.412
H  -1.51697  -0.88155  0.03760  0.364
F  -1.06217  -0.41836  1.98426  -0.571
C  0.40224  -0.42312  -1.58024  0.093
C  1.36673  -0.23022  0.67837  -1.250
C  0.27372  0.24706  -0.28530  0.787
Cl  -2.81174  1.09293  -1.51077  -0.739
H  1.14105  -1.25472  1.01757  0.285
N  0.53356  -0.95195  -2.59990  -0.497
H  0.42581  1.33238  -0.46213  0.143
H  -1.37171  1.12325  0.68391  0.364
C  -1.12441  0.11911  0.31191  -0.706